Version w
The following is a DFT calculation (the ωB97M-V functional and the def2-TZVPD basis) of one molecule with the formula CHN3O.

Geometry (Å):
N -1.987 0.546 1.105
C -1.022 0.418 0.462
N 0.050 -0.026 -0.281
N 1.149 -0.393 0.434
O 2.048 -0.392 -0.466
H -0.238 -0.153 -1.253

Highest occupied orbital energy (eV): -11.08
Structure (SMILES): N#CNN=O
Net charge: 0

Mulliken population analysis, charges in e, atoms 1 to 4: -0.334, 0.325, 0.020, 0.043

---

Version x
The following is a DFT calculation (the ωB97M-V functional and the def2-TZVPD basis) of one molecule with the formula CHN3O.

Geometry (Å):
O 1.012 -1.434 0.171
C 0.924 -0.282 0.039
N -0.426 0.569 -0.466
N -1.357 0.752 0.447
N -1.789 -0.065 -0.284
H 1.637 0.459 0.093

Highest occupied orbital energy (eV): -9.95
Structure (SMILES): O=CN1N=N1
Net charge: 0

Mulliken population analysis, charges in e, atoms 1 to 4: -0.341, 0.142, -0.053, -0.031

---

Of them, version w has the highest stability.

---

Version w
The following is a DFT calculation (the ωB97M-V functional and the def2-TZVPD basis) of a 3-piece molecular cluster, C2H10N2O2 overall.

Geometry (Å):
N -0.464 1.667 -0.458
C -0.144 1.097 0.764
C -0.798 0.119 1.389
N -0.305 -0.510 2.583
H 0.209 2.405 -0.659
H -0.445 1.092 -1.288
H 0.563 1.689 1.349
H -1.713 -0.372 1.054
H -0.475 -1.505 2.517
H -0.877 -0.284 3.391
O 0.844 0.329 -3.151
H 1.237 0.429 -4.016
H 0.619 -0.586 -3.141
O 0.608 -2.103 -0.448
H 0.074 -1.300 -0.288
H 1.067 -2.167 0.405

Highest occupied orbital energy (eV): -8.21
Structure (SMILES): N/C=C/N.O.O
Net charge: 0

Mulliken population analysis, charges in e, atoms 1 to 4: -0.521, 0.349, -0.949, -0.577

---

Version x
The following is a DFT calculation (the ωB97M-V functional and the def2-TZVPD basis) of a 3-piece molecular cluster, C2H10N2O2 overall.

Geometry (Å):
C -0.801 0.392 -2.754
N -1.483 0.145 -1.508
O -2.110 -1.080 -1.634
H -2.642 -1.164 -0.830
H -0.639 0.248 -0.245
H -0.154 -0.443 -3.045
H -0.212 1.299 -2.637
H -1.541 0.541 -3.550
C 1.177 0.011 2.917
N 1.819 0.354 1.680
O 0.266 -0.190 -0.038
H 0.859 0.532 0.433
H 2.399 -0.431 1.384
H 1.923 0.013 3.731
H 0.423 0.758 3.170
H 0.715 -0.986 2.926

Highest occupied orbital energy (spin up / spin down) (eV): -9.38 / -8.67
Net charge: 0

Mulliken population analysis, charges in e, atoms 1 to 4: -0.650, -0.288, -0.328, 0.336

---

Of them, version w has the highest stability.

---

Version w
The following is a DFT calculation (the ωB97M-V functional and the def2-TZVPD basis) of a 3-piece molecular cluster, C2H10N2O2 overall.

Geometry (Å):
C -0.555 -2.175 0.636
N 0.093 -0.917 0.305
C -0.262 0.099 0.974
N -1.453 0.314 1.678
H 0.020 -3.021 0.253
H -1.576 -2.265 0.254
H -0.606 -2.334 1.731
H 0.328 1.017 0.923
H -1.247 0.733 2.584
H -1.939 -0.551 1.885
O 1.372 -0.053 -2.133
H 2.321 -0.152 -2.258
H 1.205 -0.401 -1.233
O 0.533 2.436 -0.893
H -0.420 2.323 -0.995
H 0.877 1.869 -1.609

Highest occupied orbital energy (eV): -9.78
Structure (SMILES): C/N=C\N.O.O
Net charge: 0

Mulliken population analysis, charges in e, atoms 1 to 4: -1.103, -0.381, -0.186, -0.499

---

Version x
The following is a DFT calculation (the ωB97M-V functional and the def2-TZVPD basis) of a 3-piece molecular cluster, C2H10N2O2 overall.

Geometry (Å):
N -0.896 0.567 -0.794
C -0.911 1.140 0.470
C -1.144 0.275 1.505
N -0.701 0.489 2.822
H -1.000 1.108 -1.642
H -0.147 -0.046 -1.088
H -1.031 2.219 0.532
H -1.742 -0.601 1.262
H 0.240 0.788 2.939
H -0.995 -0.340 3.318
O 0.770 -1.130 -3.258
H 0.467 -1.846 -3.808
H 1.544 -1.520 -2.846
O 2.074 -0.753 -0.014
H 2.061 0.184 0.240
H 1.502 -1.069 0.710

Highest occupied orbital energy (eV): -7.04
Structure (SMILES): N/C=C/N.O.O
Net charge: 0

Mulliken population analysis, charges in e, atoms 1 to 4: -0.498, -0.507, -0.210, -0.545

---

Version y
The following is a DFT calculation (the ωB97M-V functional and the def2-TZVPD basis) of a 3-piece molecular cluster, C2H10N2O2 overall.

Geometry (Å):
N -1.192 1.160 1.588
C -0.936 0.605 0.359
C -0.543 1.295 -0.721
N -0.325 0.639 -1.983
H -0.780 2.057 1.812
H -1.193 0.574 2.405
H -1.009 -0.477 0.295
H -0.278 2.338 -0.590
H 0.043 1.261 -2.684
H -1.186 0.220 -2.310
O 1.194 -1.706 1.775
H 1.926 -2.305 1.571
H 1.330 -1.101 1.032
O 1.314 -1.781 -0.900
H 1.085 -0.939 -1.360
H 0.549 -1.841 -0.288

Highest occupied orbital energy (eV): -7.66
Structure (SMILES): N/C=C/N.O.O
Net charge: 0

Mulliken population analysis, charges in e, atoms 1 to 4: -0.542, -0.221, -0.219, -0.526

---

Of them, version w has the highest stability.

---

Version w
The following is a DFT calculation (the ωB97M-V functional and the def2-TZVPD basis) of one molecule with the formula C2H5PS2.

Geometry (Å):
C 0.160 0.764 0.415
C 1.366 0.181 -0.234
P -1.528 -1.901 -0.400
S -1.455 -0.202 0.568
S -1.162 1.731 -0.356
H 0.313 1.068 1.488
H 2.103 1.088 -0.416
H 1.285 -0.365 -1.138
H 1.916 -0.541 0.464
H -2.998 -1.824 -0.390

Highest occupied orbital energy (eV): -7.71
Net charge: 0

Mulliken population analysis, charges in e, atoms 1 to 4: 0.032, -0.993, -0.153, -0.016

---

Version x
The following is a DFT calculation (the ωB97M-V functional and the def2-TZVPD basis) of one molecule with the formula C2H5PS2.

Geometry (Å):
C -0.436 0.437 0.568
C -0.348 1.115 -0.816
P 0.924 -0.336 1.457
S -2.084 0.481 1.201
S -1.303 1.667 2.599
H 0.208 2.078 -0.645
H -1.346 1.282 -1.120
H 0.176 0.603 -1.601
H 1.615 0.887 1.959
H 1.673 -0.391 0.304

Highest occupied orbital energy (spin up / spin down) (eV): -7.84 / -8.06
Net charge: 0

Mulliken population analysis, charges in e, atoms 1 to 4: 0.324, -1.131, -0.057, -0.022

---

Of them, version w has the highest stability.